## w
Entry from the Open Molecules 2025 dataset: a cluster of 2 separate species, C3H8N2O in total (ωB97M-V with the def2-TZVPD basis set).

Atoms and positions in Å:
C1 0.487 3.199 0.370
C2 -0.133 2.127 -0.070
O1 0.414 0.855 0.218
H1 1.536 3.380 0.484
H2 -0.153 3.984 0.768
H3 -1.215 1.970 -0.083
H4 -0.027 0.185 -0.323
N1 0.807 -1.969 0.176
C3 -0.331 -2.474 -0.429
N2 -1.319 -1.679 -0.613
H5 1.571 -2.582 0.414
H6 0.674 -1.322 0.949
H7 -0.404 -3.562 -0.539
H8 -1.908 -2.112 -1.321

Summary:
SMILES   [H]/N=C/N.C=CO
Net charge   0
Frontier orbital gap   9.72 eV

---

## x
Entry from the Open Molecules 2025 dataset: the molecule C3H8N2O (ωB97M-V with the def2-TZVPD basis set).

Atoms and positions in Å:
C1 -2.219 0.351 0.159
N1 -0.770 0.425 0.073
C2 0.058 -0.614 -0.217
O1 -0.486 -1.782 -0.603
N2 1.336 -0.701 -0.215
C3 2.237 0.360 0.076
H1 -2.669 1.263 -0.253
H2 -2.566 0.234 1.195
H3 -2.558 -0.503 -0.429
H4 -0.318 1.230 0.478
H5 0.435 -2.164 -0.713
H6 3.250 -0.051 0.022
H7 2.167 1.175 -0.656
H8 2.103 0.775 1.084

Summary:
SMILES   C/N=C(/O)NC
Net charge   0
Frontier orbital gap   9.53 eV

---

## y
Entry from the Open Molecules 2025 dataset: the molecule C3H8N2O (ωB97M-V with the def2-TZVPD basis set).

Atoms and positions in Å:
N1 0.267 0.052 -2.203
C1 -0.299 -0.913 -1.226
C2 -0.259 -0.240 0.176
N2 0.700 0.599 0.571
C3 0.647 1.044 1.958
O1 -1.200 -0.624 0.876
H1 -0.398 0.760 -2.540
H2 0.383 -0.470 -3.077
H3 0.248 -1.904 -1.076
H4 -1.392 -1.115 -1.265
H5 1.478 0.721 -0.050
H6 1.585 1.444 2.205
H7 0.674 0.075 2.558
H8 -0.283 1.582 2.221

Summary:
SMILES   CNC(=O)CN
Net charge   0
Frontier orbital gap   10.22 eV

---

## z
Entry from the Open Molecules 2025 dataset: the molecule C3H8N2O (ωB97M-V with the def2-TZVPD basis set).

Atoms and positions in Å:
C1 0.240 -0.220 0.623
N1 -0.427 0.688 -0.223
C2 -1.017 0.328 -1.465
N2 -0.385 -0.817 -1.975
O1 -1.939 0.968 -1.828
C3 0.885 0.377 1.789
H1 -0.501 -0.940 0.929
H2 0.848 -0.745 -0.094
H3 -0.926 1.577 0.051
H4 -0.636 -1.725 -2.234
H5 0.588 -0.813 -1.878
H6 0.155 0.826 2.398
H7 1.331 -0.552 2.210
H8 1.784 1.045 1.699

Summary:
SMILES   CCNC(N)=O
Net charge   0
Frontier orbital gap   9.89 eV

---

Verdict on stability: w comes out at the bottom.

---

## w
Entry from the Open Molecules 2025 dataset: a cluster of 2 separate species, C3H8N2O in total (ωB97M-V with the def2-TZVPD basis set).

Atoms and positions in Å:
C1 1.779 1.365 -1.011
C2 1.502 -0.002 0.804
N1 1.066 0.248 -0.357
H1 2.840 1.326 -0.787
H2 1.602 1.404 -2.072
H3 1.371 2.262 -0.542
H4 0.982 -0.811 1.304
H5 2.339 0.489 1.303
C3 -2.832 -0.929 0.011
N2 -1.572 -1.148 0.511
O1 -3.276 0.130 -0.349
H6 -3.303 -1.912 -0.210
H7 -1.455 -2.091 0.669
H8 -1.043 -0.331 0.727

Summary:
SMILES   C=NC.NC=O
Net charge   0
Frontier orbital gap   10.74 eV

---

## x
Entry from the Open Molecules 2025 dataset: a cluster of 2 separate species, C3H8N2O in total (ωB97M-V with the def2-TZVPD basis set).

Atoms and positions in Å:
C1 -1.558 -1.318 1.027
C2 -0.482 -0.527 1.047
C3 -0.066 0.250 -0.139
N1 1.420 2.109 -0.818
N2 0.723 1.309 0.156
O1 -0.775 0.425 -1.289
H1 -1.910 -1.908 1.751
H2 -2.105 -1.470 0.080
H3 0.218 -0.336 1.925
H4 0.990 -1.111 -0.886
H5 0.935 1.811 -1.646
H6 2.392 1.962 -0.807
H7 1.112 1.362 1.130
H8 -1.423 -0.229 -1.447

Summary:
Net charge   0
Frontier orbital gap   7.91 eV

---

Verdict on stability: x comes out at the bottom.

---

## w
Entry from the Open Molecules 2025 dataset: the molecule C3H8N2O (ωB97M-V with the def2-TZVPD basis set).

Atoms and positions in Å:
C1 -0.828 0.421 -0.400
C2 0.568 0.467 0.433
C3 -0.129 -0.574 0.540
H1 -2.638 0.460 0.278
H2 -1.669 1.858 0.488
H3 -0.792 -0.037 -1.517
H4 0.513 1.129 1.339
H5 2.473 -0.079 0.367
H6 2.153 1.282 -0.783
H7 -0.690 -1.036 1.466
H8 0.946 -1.689 -0.958
N1 -2.108 1.064 -0.229
N2 1.856 0.381 -0.350
O1 0.476 -1.736 -0.009

Summary:
SMILES   N[C@@H]1C(O)[C@H]1N
Net charge   0
Frontier orbital gap   9.51 eV

---

## x
Entry from the Open Molecules 2025 dataset: a structure of composition C3H8N2O (ωB97M-V with the def2-TZVPD basis set).

Atoms and positions in Å:
C1 0.962 -0.784 -0.340
C2 1.474 -1.034 0.997
C3 -0.854 0.948 -1.320
N1 -1.076 0.417 0.896
N2 -0.147 0.669 -0.146
O1 1.124 -1.372 -1.339
H1 0.569 -0.730 1.753
H2 2.321 -0.336 1.250
H3 1.779 -2.081 1.006
H4 -1.836 0.327 -1.343
H5 -1.088 2.030 -1.369
H6 -0.281 0.566 -2.211
H7 -1.948 0.141 0.603
H8 -0.999 1.238 1.562

Summary:
Net charge   0
Frontier orbital gap   9.20 eV

---

## y
Entry from the Open Molecules 2025 dataset: a cluster of 4 separate species, C3H8N2O in total (ωB97M-V with the def2-TZVPD basis set).

Atoms and positions in Å:
C1 -0.963 1.097 -0.082
C2 0.686 -0.714 -0.122
C3 1.835 0.351 -0.041
H1 -0.549 1.778 1.424
H2 -2.722 1.042 -0.149
H3 -0.163 1.806 -1.382
H4 -1.857 -1.393 1.066
H5 -1.291 -2.193 -0.556
H6 1.626 0.968 0.800
H7 1.956 1.010 -0.906
H8 2.750 -0.272 0.295
N1 -0.632 -0.303 -0.202
N2 -1.627 -1.251 -0.089
O1 0.949 -1.928 -0.054

Summary:
Net charge   0
Frontier orbital gap   8.22 eV

---

## z
Entry from the Open Molecules 2025 dataset: the molecule C3H8N2O (ωB97M-V with the def2-TZVPD basis set).

Atoms and positions in Å:
C1 1.351 -0.708 0.009
C2 0.457 1.143 1.021
C3 -1.773 -0.296 -0.387
N1 0.473 -0.320 -1.114
N2 -0.609 0.515 -0.808
O1 1.523 0.500 0.762
H1 0.754 -1.348 0.613
H2 2.338 -1.246 0.010
H3 0.484 2.249 0.990
H4 -0.261 0.590 1.613
H5 -2.565 0.396 -0.685
H6 -1.706 -1.285 -0.948
H7 -1.551 -0.462 0.653
H8 1.086 0.271 -1.729

Summary:
Net charge   0
Frontier orbital gap   9.04 eV

---

Verdict on stability: y comes out at the bottom.

---

## w
Entry from the Open Molecules 2025 dataset: the molecule C3H8N2O (ωB97M-V with the def2-TZVPD basis set).

Atoms and positions in Å:
C1 1.183 0.268 1.751
N1 0.431 -0.165 0.592
C2 -0.178 0.655 -0.312
O1 0.047 1.967 -0.065
N2 -0.889 0.328 -1.320
C3 -1.092 -1.080 -1.566
H1 2.165 -0.218 1.775
H2 0.656 0.041 2.687
H3 1.333 1.346 1.693
H4 0.229 -1.146 0.499
H5 -0.413 2.419 -0.790
H6 -1.706 -1.203 -2.463
H7 -0.147 -1.622 -1.740
H8 -1.619 -1.589 -0.741

Summary:
SMILES   C/N=C(/O)NC
Net charge   0
Frontier orbital gap   9.53 eV

---

## x
Entry from the Open Molecules 2025 dataset: the molecule C3H8N2O (ωB97M-V with the def2-TZVPD basis set).

Atoms and positions in Å:
C1 -2.371 0.190 0.072
N1 -1.090 -0.060 0.714
C2 0.040 0.321 -0.048
O1 0.009 1.116 -0.970
N2 1.164 -0.349 0.358
C3 2.377 -0.279 -0.430
H1 -2.486 1.215 -0.295
H2 -3.168 -0.040 0.783
H3 -2.474 -0.496 -0.774
H4 -1.038 0.295 1.663
H5 0.970 -1.208 0.852
H6 3.259 -0.313 0.217
H7 2.436 -1.096 -1.163
H8 2.363 0.665 -0.976

Summary:
SMILES   CNC(=O)NC
Net charge   0
Frontier orbital gap   10.46 eV

---

## y
Entry from the Open Molecules 2025 dataset: the molecule C3H8N2O (ωB97M-V with the def2-TZVPD basis set).

Atoms and positions in Å:
C1 2.021 0.272 0.193
C2 0.689 0.639 -0.324
C3 -0.382 -0.471 -0.037
N1 -2.731 -0.319 0.613
N2 -1.687 -0.053 -0.299
O1 -2.669 -1.075 -0.558
H1 2.601 -0.124 -0.748
H2 2.027 -0.407 0.997
H3 2.633 1.085 0.402
H4 0.446 1.581 0.090
H5 0.827 0.600 -1.499
H6 -0.179 -0.711 1.098
H7 -0.184 -1.472 -0.531
H8 -3.413 0.455 0.605

Summary:
SMILES   CCCn1[nH]o1
Net charge   0
Frontier orbital gap   10.99 eV

---

Verdict on stability: y comes out at the bottom.

---

## w
Entry from the Open Molecules 2025 dataset: a cluster of 3 separate species, C5H15NO2 in total (ωB97M-V with the def2-TZVPD basis set).

Atoms and positions in Å:
C1 2.438 1.323 -0.625
C2 1.110 1.428 0.077
C3 -0.087 1.227 -0.623
N1 -1.259 1.481 0.057
C4 -2.320 1.890 -0.925
C5 -2.570 0.725 -1.946
H1 3.176 1.752 0.103
H2 2.542 0.403 -1.169
H3 2.327 2.226 -1.284
H4 0.938 1.459 1.113
H5 -0.128 0.881 -1.715
H6 -1.606 0.918 0.781
H7 -2.030 2.644 -1.531
H8 -3.298 2.146 -0.413
H9 -3.243 1.107 -2.747
H10 -2.930 -0.192 -1.491
H11 -1.695 0.271 -2.557
H12 -0.350 -4.153 2.855
H13 0.339 -2.890 2.449
O1 0.519 -3.714 2.902
H14 1.675 -2.096 0.066
H15 2.646 -2.538 1.169
O2 1.858 -2.769 0.626

Summary:
SMILES   C/C=C/NCC.O.O
Net charge   0
Frontier orbital gap   8.51 eV

---

## x
Entry from the Open Molecules 2025 dataset: a cluster of 3 separate species, C5H15NO2 in total (ωB97M-V with the def2-TZVPD basis set).

Atoms and positions in Å:
C1 -0.378 1.417 -1.875
N1 -1.039 1.122 -0.603
C2 -0.944 -0.206 -0.147
C3 -0.598 -0.481 1.123
C4 -0.440 -1.852 1.725
C5 -1.281 -1.238 -1.177
H1 -0.409 2.492 -2.024
H2 0.670 1.101 -1.872
H3 -0.927 0.953 -2.691
H4 -0.723 1.758 0.123
H5 -0.426 0.391 1.743
H6 -1.359 -2.196 2.214
H7 -0.175 -2.586 0.968
H8 0.318 -1.834 2.507
H9 -0.475 -1.381 -1.901
H10 -2.178 -0.965 -1.730
H11 -1.456 -2.205 -0.718
H12 2.034 2.914 1.534
H13 1.777 1.589 0.768
O1 1.359 2.405 1.024
H14 2.912 -0.648 0.623
H15 1.422 -0.441 0.291
O2 2.315 -0.109 0.096

Summary:
SMILES   C/C=C(\C)NC.O.O
Net charge   0
Frontier orbital gap   8.54 eV

---

## y
Entry from the Open Molecules 2025 dataset: a cluster of 2 separate species, C5H15NO2 in total (ωB97M-V with the def2-TZVPD basis set).

Atoms and positions in Å:
C1 0.336 1.976 -1.511
N1 -0.154 0.794 -0.827
C2 0.885 0.046 -0.109
C3 0.318 -0.661 1.114
C4 -0.532 0.263 1.991
O1 -0.493 -0.124 3.383
C5 1.631 -0.944 -1.020
H1 -0.350 2.230 -2.319
H2 0.312 2.835 -0.843
H3 1.384 1.902 -1.843
H4 -0.586 0.169 -1.504
H5 1.619 0.774 0.210
H6 -0.323 -1.520 0.870
H7 1.175 -0.993 1.707
H8 -0.175 1.279 1.939
H9 -1.584 0.245 1.692
H10 -0.470 -1.088 3.455
H11 2.360 -0.414 -1.613
H12 0.920 -1.468 -1.671
H13 2.142 -1.663 -0.390
H14 -2.744 -1.335 -1.686
H15 -2.508 -1.242 -0.170
O2 -3.162 -1.063 -0.852

Summary:
SMILES   CN[C@H](C)CCO.O
Net charge   0
Frontier orbital gap   9.55 eV

---

## z
Entry from the Open Molecules 2025 dataset: a cluster of 2 separate species, C5H15NO2 in total (ωB97M-V with the def2-TZVPD basis set).

Atoms and positions in Å:
C1 1.215 0.742 -1.539
N1 0.556 -0.053 -0.479
C2 1.507 -0.265 0.601
C3 -0.465 1.876 0.765
C4 -0.689 0.562 -0.016
C5 -1.489 -0.412 0.849
O1 -2.466 -1.108 0.060
H1 0.461 1.277 -2.096
H2 1.641 0.020 -2.243
H3 2.044 1.310 -1.156
H4 2.054 0.646 0.898
H5 1.099 -0.755 1.471
H6 2.307 -0.886 0.261
H7 0.453 2.338 0.404
H8 -0.417 1.848 1.849
H9 -1.302 2.544 0.547
H10 -1.264 0.835 -0.899
H11 -1.946 0.086 1.699
H12 -0.843 -1.209 1.230
H13 -3.358 -0.940 0.374
H14 -0.307 -2.899 -0.406
H15 0.956 -2.459 -1.001
O2 0.253 -3.099 -1.174

Summary:
SMILES   C[C@H](CO)N(C)C.O
Net charge   0
Frontier orbital gap   9.50 eV

---

Verdict on stability: w comes out at the bottom.